(1)
Below is C52H45MnN2O6P2 as an isolated structure in a non-equilibrium geometry, with properties calculated with the ωB97M-V functional and the def2-TZVPD basis.

Values from the calculation:
total charge = -1
⟨S²⟩ = 0.84
multiplicity = 2
Kohn-Sham gap (spin up / spin down) = 6.51 / 6.08 eV

CARTESIAN COORDINATES (ANGSTROEM)
Mn  0.202  0.445  0.867
N  0.005  -2.686  -0.710
C  0.887  -2.641  -1.766
C  0.857  -3.621  -2.773
C  1.753  -3.602  -3.822
C  2.709  -2.597  -3.913
C  2.757  -1.633  -2.917
C  1.880  -1.642  -1.835
P  2.011  -0.429  -0.463
C  3.230  -1.246  0.645
C  3.845  -0.508  1.660
C  4.700  -1.125  2.560
C  4.942  -2.491  2.478
C  4.317  -3.234  1.488
C  3.469  -2.616  0.578
C  2.982  0.906  -1.255
C  2.253  1.879  -1.937
C  2.901  2.918  -2.589
C  4.285  3.003  -2.562
C  5.020  2.041  -1.883
C  4.372  0.997  -1.238
H  -0.731  -3.365  -0.839
H  -0.397  -1.769  -0.419
H  0.099  -4.396  -2.718
H  1.694  -4.371  -4.584
H  3.405  -2.563  -4.741
H  3.507  -0.855  -2.977
H  3.628  0.548  1.758
H  5.170  -0.533  3.336
H  5.606  -2.971  3.186
H  4.486  -4.302  1.419
H  2.987  -3.212  -0.185
H  1.171  1.839  -1.926
H  2.316  3.671  -3.101
H  4.790  3.822  -3.061
H  6.101  2.101  -1.855
H  4.955  0.247  -0.721
C  -2.388  4.392  5.781
O  -1.557  3.448  6.426
C  -1.027  2.463  5.644
C  -0.156  1.574  6.313
C  0.422  0.566  5.591
C  0.205  0.386  4.209
C  0.805  -0.732  3.514
C  1.582  -1.773  4.287
O  0.712  -0.924  2.296
C  -0.665  1.300  3.528
O  -0.943  1.261  2.288
C  -1.293  2.322  4.310
H  -2.697  5.099  6.548
H  -3.271  3.915  5.346
H  -1.847  4.919  4.991
H  0.030  1.710  7.369
H  1.079  -0.121  6.110
H  0.937  -2.277  5.010
H  2.413  -1.321  4.832
H  1.976  -2.495  3.576
H  -1.946  2.988  3.762
N  -1.236  -0.508  -0.084
P  -2.656  -0.723  0.451
C  -3.647  0.757  0.880
C  -3.185  1.966  0.367
C  -3.854  3.148  0.648
C  -4.988  3.135  1.450
C  -5.450  1.935  1.973
C  -4.780  0.752  1.688
C  -2.802  -1.791  1.933
C  -2.721  -1.254  3.216
C  -2.590  -2.081  4.322
C  -2.545  -3.459  4.160
C  -2.637  -4.007  2.887
C  -2.763  -3.176  1.783
C  -3.690  -1.598  -0.783
C  -5.031  -1.915  -0.584
C  -5.747  -2.594  -1.559
C  -5.124  -2.963  -2.746
C  -3.789  -2.648  -2.951
C  -3.074  -1.968  -1.973
H  -2.268  1.977  -0.210
H  -3.470  4.083  0.257
H  -5.505  4.060  1.677
H  -6.325  1.919  2.613
H  -5.133  -0.174  2.128
H  -2.737  -0.180  3.349
H  -2.512  -1.642  5.310
H  -2.436  -4.105  5.023
H  -2.602  -5.081  2.752
H  -2.825  -3.609  0.791
H  -5.523  -1.632  0.339
H  -6.790  -2.834  -1.394
H  -5.682  -3.493  -3.509
H  -3.298  -2.930  -3.875
H  -2.032  -1.699  -2.110
O  1.062  5.094  -0.543
C  1.234  5.241  0.801
C  1.350  6.505  1.371
C  1.541  6.645  2.737
C  1.634  5.522  3.544
C  1.532  4.265  2.968
C  1.318  4.102  1.604
C  1.115  2.704  1.098
O  0.258  2.484  0.210
O  1.723  1.756  1.668
H  1.054  5.969  -0.944
H  1.289  7.381  0.732
H  1.620  7.637  3.165
H  1.780  5.619  4.612
H  1.602  3.370  3.575

(2)
Below is a 6-piece molecular cluster, C52H48Br2F3NO13 overall in a non-equilibrium geometry, with properties calculated with the ωB97M-V functional and the def2-TZVPD basis.

Values from the calculation:
SMILES = CCCCCCCc1cc(C[C@@H](C)O)c(CC[C@@](F)(Br)C(F)(F)Br)c2c1C(=O)NC2=O.O=C1C=CC(=O)C=C1.O=C1C=CC(=O)C=C1.O=C1C=CC(=O)C=C1.O=C1C=CC(=O)C=C1.O=C1C=CC(=O)C=C1
total charge = 0
multiplicity = 1
Kohn-Sham gap = 7.21 eV

CARTESIAN COORDINATES (ANGSTROEM)
C  -0.899  7.119  1.185
C  -1.404  5.629  0.778
C  -1.395  4.692  2.103
C  -1.866  3.171  1.795
C  -0.610  2.162  1.564
C  -0.586  0.938  2.616
C  -1.068  -0.471  1.948
C  0.191  -0.949  1.046
C  1.484  -1.582  1.662
C  2.730  -2.007  0.811
C  4.011  -2.651  1.508
C  4.480  -1.916  2.858
C  4.262  -0.315  2.858
O  3.937  -2.503  4.083
C  2.628  -1.781  -0.748
C  3.819  -2.139  -1.746
C  4.352  -0.854  -2.542
C  5.410  0.047  -1.743
F  6.227  -0.740  -0.844
Br  6.705  0.730  -3.133
C  4.795  1.356  -1.041
F  3.531  1.160  -0.430
F  4.622  2.365  -2.037
Br  6.053  1.950  0.407
C  1.315  -1.191  -1.293
C  0.066  -0.744  -0.481
C  -1.084  -0.137  -1.392
O  -2.120  0.504  -1.107
N  -0.607  -0.468  -2.738
C  0.823  -0.862  -2.764
O  1.397  -0.914  -3.893
H  0.167  7.103  1.600
H  -0.972  7.836  0.285
H  -1.596  7.570  1.986
H  -2.497  5.753  0.421
H  -0.728  5.187  -0.040
H  -2.172  5.131  2.818
H  -0.345  4.685  2.589
H  -2.606  3.142  0.914
H  -2.435  2.823  2.730
H  0.330  2.829  1.667
H  -0.583  1.773  0.478
H  -1.187  1.132  3.566
H  0.521  0.821  2.935
H  -1.976  -0.320  1.255
H  -1.220  -1.297  2.721
H  1.475  -1.709  2.802
H  3.740  -3.741  1.777
H  4.933  -2.715  0.827
H  5.626  -2.070  2.927
H  5.184  0.130  3.394
H  4.157  0.140  1.818
H  3.369  -0.069  3.549
H  4.579  -2.301  4.809
H  4.700  -2.681  -1.239
H  3.389  -2.908  -2.496
H  4.909  -1.257  -3.470
H  3.539  -0.162  -2.943
H  -0.916  0.157  -3.497
C  -1.528  -2.108  -7.468
C  -1.121  -0.998  -6.849
C  -1.962  0.217  -6.828
O  -1.592  1.232  -6.265
C  -3.269  0.156  -7.516
C  -3.675  -0.954  -8.134
C  -2.835  -2.170  -8.157
O  -3.205  -3.183  -8.719
H  -0.925  -3.007  -7.496
H  -0.167  -0.934  -6.340
H  -3.872  1.055  -7.489
H  -4.629  -1.016  -8.643
C  -5.459  0.315  0.215
C  -6.458  -0.324  -0.395
C  -7.121  -1.487  0.234
O  -8.031  -2.072  -0.323
C  -6.636  -1.911  1.564
C  -5.637  -1.271  2.174
C  -4.975  -0.110  1.545
O  -4.064  0.477  2.102
H  -4.962  1.168  -0.231
H  -6.826  -0.026  -1.369
H  -7.133  -2.763  2.009
H  -5.270  -1.569  3.147
C  4.163  3.308  -5.113
C  3.326  4.305  -4.823
C  2.713  5.127  -5.888
O  1.951  6.038  -5.624
C  3.062  4.799  -7.287
C  3.899  3.803  -7.578
C  4.512  2.981  -6.512
O  5.274  2.070  -6.776
H  4.621  2.697  -4.346
H  3.059  4.557  -3.804
H  2.604  5.411  -8.055
H  4.166  3.550  -8.596
C  6.290  -7.365  3.196
C  6.141  -8.228  4.201
C  5.373  -7.868  5.413
O  5.238  -8.653  6.332
C  4.776  -6.516  5.464
C  4.926  -5.654  4.457
C  5.693  -6.014  3.249
O  5.826  -5.224  2.333
H  6.850  -7.610  2.302
H  6.571  -9.221  4.179
H  4.216  -6.269  6.357
H  4.496  -4.660  4.477
C  -8.051  2.268  5.312
C  -7.574  1.265  4.574
C  -7.890  -0.142  4.899
O  -7.453  -1.059  4.227
C  -8.755  -0.394  6.071
C  -9.232  0.609  6.808
C  -8.916  2.017  6.484
O  -9.352  2.933  7.155
H  -7.829  3.305  5.089
H  -6.940  1.432  3.713
H  -8.977  -1.430  6.293
H  -9.866  0.442  7.670

Question: The highest multiplicity belongs to which entry?
Answer: C52H45MnN2O6P2